Computed, not measured: a structure of composition C13H32IIrO2Se2Si2Te, with ωB97M-V/def2-TZVPD.

```
54
Properties=species:S:1:pos:R:3:forces:R:3:mulliken_charge:R:1
Ir 1.177815 0.723568 -1.260602 0.1364 -0.0199 -0.4438 0.750
O 0.655997 1.223796 -3.987770 0.0705 -0.0020 0.0070 -0.211
C -0.617401 1.187539 -4.606609 -0.1402 -0.0132 -0.0369 -1.162
C -1.724761 0.601220 -3.724453 -0.0009 0.0258 0.0599 1.846
C -2.995070 0.567201 -4.610940 -0.0054 -0.0123 0.0041 -1.404
O -2.944425 -0.338741 -5.698783 0.0094 -0.0241 -0.0076 -0.519
C -1.484411 -0.825694 -3.237913 0.0741 0.0536 0.0087 -1.340
Se 0.089210 -1.217060 -2.133700 -0.0198 -0.1541 0.1750 -0.290
C -2.122990 1.469165 -2.527587 0.0707 -0.0947 0.0433 -1.285
Se -0.745689 2.062492 -1.270497 -0.2578 -0.0084 0.2524 -0.364
H 1.295735 1.617824 -4.589925 0.0055 -0.0099 0.0297 0.238
H -0.556392 0.571842 -5.513401 0.0201 0.0247 0.0051 0.429
H -0.931542 2.197759 -4.902843 0.0263 0.0075 0.0275 0.371
H -3.217974 1.583984 -4.957130 0.0103 -0.0073 -0.0132 0.493
H -3.832870 0.239623 -3.993811 -0.0027 0.0066 -0.0051 0.456
H -2.400716 0.030710 -6.399747 -0.0194 0.0139 -0.0014 0.343
H -1.374865 -1.499597 -4.087546 0.0234 0.0268 -0.0220 0.504
H -2.368121 -1.136648 -2.679488 0.0016 -0.0199 -0.0081 0.500
H -2.864468 0.919909 -1.945516 -0.0378 0.0349 -0.0227 0.423
H -2.595483 2.397422 -2.858860 0.0783 0.0420 -0.0316 0.513
I 3.696519 1.270289 -1.614748 0.1893 0.0525 0.0651 -0.463
C 1.829546 -3.386729 3.260786 -0.0704 0.0140 -0.0521 -1.022
Si 0.450916 -3.235624 1.993079 0.0032 -0.0565 -0.0367 0.221
C -1.153787 -3.885856 2.714875 0.0836 0.0134 -0.0283 -1.052
C 0.891768 -4.160158 0.422578 -0.0063 0.0260 0.1046 -0.921
C 0.205517 -1.414168 1.569554 -0.0405 0.0306 -0.0214 -0.547
Te 1.983508 -0.513895 0.794103 -0.3409 0.1402 0.1068 -0.037
C 2.173952 0.859256 2.430917 0.1216 -0.1121 -0.1451 -0.834
Si 1.094526 2.408166 2.583138 -0.0083 0.0478 -0.0995 0.083
C 1.438019 3.110153 4.292728 0.0172 -0.0853 -0.0580 -1.078
C 1.655044 3.650896 1.297223 -0.1402 -0.1056 0.0010 -0.672
C -0.717587 1.953139 2.466272 0.1089 0.0833 0.0251 -0.747
H 2.030896 -4.436615 3.484753 -0.0079 0.0011 0.0017 0.329
H 1.558656 -2.895843 4.198766 0.0042 0.0110 -0.0062 0.321
H 2.763671 -2.945719 2.904570 -0.0002 -0.0023 -0.0113 0.331
H -1.088032 -4.957964 2.913636 0.0070 0.0029 0.0017 0.328
H -1.984798 -3.725408 2.025043 0.0060 0.0005 -0.0064 0.308
H -1.395700 -3.386715 3.655617 0.0008 0.0064 -0.0060 0.312
H 1.254350 -5.165402 0.649452 -0.0201 -0.0009 0.0104 0.333
H 1.672418 -3.650922 -0.148137 0.0062 -0.0031 0.0123 0.315
H 0.020654 -4.251400 -0.228695 0.0049 0.0301 -0.0125 0.280
H -0.092940 -0.819850 2.434446 0.0248 0.0001 0.0056 0.160
H -0.549205 -1.290144 0.792212 0.0098 0.0035 -0.0002 0.409
H 3.226593 1.154445 2.421308 -0.0041 -0.0052 0.0014 0.546
H 2.035600 0.190621 3.286419 0.0208 0.0467 0.0382 0.390
H 2.498983 3.330800 4.427995 -0.0012 0.0059 -0.0044 0.316
H 1.136848 2.413400 5.078297 0.0000 0.0016 -0.0032 0.291
H 0.883812 4.039246 4.443587 -0.0067 0.0020 -0.0145 0.301
H 2.708762 3.898961 1.443908 0.0062 -0.0093 0.0204 0.300
H 1.077060 4.574769 1.376020 -0.0029 -0.0024 0.0113 0.269
H 1.547609 3.278430 0.275033 -0.0025 0.0203 0.0806 0.139
H -1.002086 1.269594 3.270202 0.0163 0.0050 0.0150 0.343
H -0.959148 1.493345 1.508353 -0.0196 -0.0267 -0.0067 0.146
H -1.333523 2.850572 2.563828 -0.0015 -0.0055 -0.0093 0.314
```
Forces are in eV/Å.

## Properties
Kohn-Sham gap ... 6.43 eV
ΔE to the lowest compared entry with this formula, charge and spin ... 0.00 kcal per mole
E_HOMO ... -7.201 eV
E ... -182778.2149 eV
Multiplicity ... 1